[1]
C38H37BrGaN2O5 | ωB97M-V/def2-TZVPD

The energy above the lowest of the compared OMol25 structures with the same formula, charge and spin is 24.4 kJ/mol. The value obtained for the frontier orbital gap is 7.8 eV. The spin multiplicity is 1. The net charge is +1. The HOMO energy comes out at -10.9 eV. The calculation puts the largest force on an atom at 0.423 eV/Å.

Each line ends with the Löwdin charge.
CARTESIAN COORDINATES (ANGSTROEM)
1 Ga -1.08559 -0.74385 -0.81015  0.42
2 C 2.59556 -2.34339 2.58506  0.03
3 C 1.22109 -1.87382 2.14787  -0.55
4 C 0.12862 -2.83455 2.54908  0.03
5 O 0.96345 -0.57969 2.70672  0.00
6 C 0.71905 0.36622 1.66859  -0.13
7 C 1.56267 -0.32321 0.55332  -0.17
8 O 1.18440 -1.67834 0.73511  -0.01
9 C 1.63375 -0.04212 -0.96057  -0.35
10 O 0.47050 -0.46914 -1.63627  -0.10
11 C 2.80523 -0.89541 -1.49815  -0.13
12 C 4.12675 -0.48255 -1.36029  -0.02
13 C 5.17048 -1.28131 -1.80606  -0.07
14 C 4.90620 -2.50500 -2.40196  -0.08
15 C 3.59160 -2.92375 -2.54212  -0.07
16 C 2.54991 -2.12638 -2.09043  -0.02
17 C 1.91622 1.42689 -1.26740  -0.14
18 C 1.58529 1.91337 -2.52899  -0.03
19 C 1.88900 3.21728 -2.89172  -0.07
20 C 2.54644 4.05642 -2.00168  -0.08
21 C 2.91065 3.57292 -0.75474  -0.07
22 C 2.60160 2.26777 -0.39469  -0.07
23 C -0.81879 0.61858 1.58023  -0.35
24 O -1.48386 -0.43477 0.90524  -0.12
25 C -1.24518 1.94781 0.93447  -0.15
26 C -2.61037 2.09485 0.65846  -0.03
27 C -3.11751 3.28743 0.17344  -0.07
28 C -2.26786 4.36289 -0.06614  -0.08
29 C -0.91467 4.23090 0.19775  -0.07
30 C -0.41051 3.03698 0.71038  -0.03
31 C -1.34453 0.66133 3.01966  -0.15
32 C -0.89085 1.64533 3.89404  -0.02
33 C -1.35886 1.70354 5.19554  -0.06
34 C -2.29974 0.78286 5.64001  -0.08
35 C -2.76556 -0.18886 4.77012  -0.07
36 C -2.28920 -0.24931 3.46524  -0.02
37 H 2.62577 -2.43324 3.67083  0.10
38 H 3.36746 -1.63706 2.27963  0.09
39 H 2.81139 -3.31581 2.14170  0.10
40 H 0.06602 -2.87562 3.63591  0.11
41 H 0.33797 -3.83523 2.16900  0.10
42 H -0.82308 -2.47297 2.16264  0.05
43 H 1.20581 1.28970 1.97549  0.14
44 H 2.59027 -0.18851 0.90546  0.15
45 H 4.35753 0.47606 -0.91358  0.11
46 H 6.19202 -0.94043 -1.69387  0.11
47 H 5.71842 -3.12716 -2.75607  0.11
48 H 3.37523 -3.87988 -3.00324  0.10
49 H 1.52755 -2.46190 -2.19303  0.10
50 H 1.09746 1.24838 -3.23031  0.12
51 H 1.63687 3.57395 -3.88378  0.11
52 H 2.79449 5.07073 -2.28820  0.11
53 H 3.44410 4.20895 -0.05892  0.11
54 H 2.91835 1.91128 0.57951  0.12
55 H -3.27520 1.26456 0.86062  0.13
56 H -4.18068 3.38406 -0.01072  0.11
57 H -2.66275 5.29918 -0.44097  0.11
58 H -0.24046 5.06091 0.02541  0.11
59 H 0.64158 2.98356 0.93377  0.09
60 H -0.16641 2.38092 3.56099  0.12
61 H -0.99201 2.47146 5.86546  0.11
62 H -2.66943 0.82886 6.65628  0.11
63 H -3.50502 -0.90631 5.10434  0.11
64 H -2.66047 -1.00733 2.78919  0.10
65 Br -3.70128 -6.72886 -1.75357  0.85
66 C -2.93222 -5.04685 -1.48590  -0.67
67 C -2.93331 -4.47173 -0.22339  -0.06
68 C -2.35738 -3.22956 -0.06744  -0.05
69 N -1.79743 -2.57281 -1.09395  0.05
70 C -1.80272 -3.13037 -2.31403  -0.06
71 C -2.35684 -4.36646 -2.55289  -0.07
72 H -3.37366 -4.97462 0.62471  0.12
73 H -2.33500 -2.72009 0.88721  0.11
74 H -1.33151 -2.56229 -3.10607  0.14
75 H -2.33720 -4.79074 -3.54582  0.12
76 C -2.84700 1.11208 -4.13375  0.04
77 C -2.17304 1.11527 -2.80141  -0.46
78 N -1.53919 2.19035 -2.40377  0.27
79 O -2.26497 0.08023 -2.07872  0.04
80 H -2.55149 1.95754 -4.75062  0.09
81 H -3.92545 1.14734 -3.97305  0.11
82 H -2.61423 0.18055 -4.64586  0.10
83 H -1.44864 2.98917 -3.00788  0.14
84 H -1.08560 2.23287 -1.49634  0.09

Cartesian forces (eV/Å) of the 6 atoms listed first:
0.1 -0.2 0.2
0.0 0.0 0.0
0.0 0.0 0.0
-0.1 0.0 0.0
0.0 0.0 -0.1
0.0 0.0 0.0

***

[2]
C38H37ClIN4O2PSV | ωB97M-V/def2-TZVPD

The value obtained for the frontier orbital gap (alpha / beta) is 7.4 / 7.5 eV. The spin multiplicity is 3. The net charge is +1. The HOMO energy (alpha / beta) comes out at -9.9 / -10.1 eV. The calculation puts the largest force on an atom at 1.618 eV/Å.

Each line ends with the Löwdin spin population.
CARTESIAN COORDINATES (ANGSTROEM)
1 V -0.77860 0.58997 0.43160  1.92
2 Cl -7.29528 0.44574 -2.06481  0.00
3 C -5.79418 0.09709 -1.26690  0.01
4 C -5.68308 -1.00215 -0.47706  0.00
5 C -4.46024 -1.31270 0.18222  0.01
6 I -4.32317 -2.99532 1.37415  0.00
7 C -3.38007 -0.49458 0.03862  0.00
8 O -2.18323 -0.68516 0.57907  0.01
9 C -3.50588 0.65030 -0.78729  0.00
10 N -2.36089 1.39543 -0.87760  -0.01
11 C -2.38270 2.45915 -1.64416  0.01
12 C -3.52287 2.86010 -2.36500  0.00
13 C -4.66958 2.12646 -2.26800  0.01
14 C -4.68644 0.97213 -1.45624  0.00
15 H -6.53747 -1.65316 -0.35105  0.00
16 H -1.47216 3.04208 -1.69619  0.00
17 H -3.47316 3.74795 -2.97946  0.00
18 H -5.56226 2.41641 -2.80668  0.00
19 C 0.88708 -2.72298 -5.50897  0.00
20 C 1.37565 -2.77189 -4.05506  0.00
21 C 0.33539 -3.50791 -3.21253  0.00
22 C 2.69648 -3.54964 -3.98103  0.00
23 C 1.60445 -1.34401 -3.55746  0.00
24 C 2.58549 -0.53918 -4.18068  0.00
25 C 2.84661 0.75199 -3.78223  0.00
26 C 2.10442 1.26820 -2.71757  0.00
27 S 2.17827 2.82821 -1.96222  0.01
28 C 0.95149 2.36658 -0.86435  0.01
29 N 0.50177 1.14576 -1.04223  0.00
30 C 1.14006 0.49322 -2.09903  0.00
31 C 0.87698 -0.81083 -2.51407  0.00
32 C 0.36897 3.20604 0.20384  0.01
33 C 0.80568 4.50719 0.43207  0.00
34 C 0.22761 5.23528 1.45716  0.01
35 C -0.77319 4.64816 2.23004  0.00
36 C -1.18766 3.34151 1.99290  0.01
37 C -0.62755 2.57257 0.96980  -0.03
38 H 0.73318 -3.73402 -5.89314  0.00
39 H 1.61121 -2.22913 -6.15967  0.00
40 H -0.05910 -2.18297 -5.58767  0.00
41 H 0.22291 -4.52946 -3.57904  0.00
42 H -0.64783 -3.03310 -3.25989  0.00
43 H 0.63781 -3.56709 -2.16202  0.00
44 H 2.53833 -4.58600 -4.28729  0.00
45 H 3.09344 -3.55022 -2.96239  0.00
46 H 3.45843 -3.12561 -4.63685  0.00
47 H 3.15353 -0.94667 -5.00734  0.00
48 H 3.60312 1.34160 -4.28299  0.00
49 H 0.11346 -1.38223 -2.00596  0.00
50 H 1.58636 4.95552 -0.17451  0.00
51 H 0.54581 6.25077 1.65302  0.00
52 H -1.23028 5.22299 3.02767  0.00
53 H -1.95981 2.91416 2.62432  0.00
54 N 0.29996 -1.55878 0.75947  0.01
55 C 1.70736 -1.61013 0.85706  0.00
56 C 2.46614 -2.67226 0.46892  0.00
57 C 3.87524 -2.64006 0.62185  0.00
58 C 4.48852 -1.56619 1.19314  0.00
59 C 3.71302 -0.44724 1.59802  0.00
60 C 4.26221 0.69957 2.21947  0.00
61 C 3.44067 1.72709 2.57012  0.00
62 C 2.06788 1.65466 2.24157  0.00
63 N 1.52057 0.62363 1.64352  0.00
64 C 2.32906 -0.44990 1.38053  0.00
65 H -0.14094 -2.41307 0.44895  0.00
66 H -0.13306 -1.27380 1.64820  0.00
67 H 1.98646 -3.55612 0.06412  0.00
68 H 4.45871 -3.49478 0.30505  0.00
69 H 5.56066 -1.55200 1.34396  0.00
70 H 5.32807 0.74077 2.41306  0.00
71 H 3.82099 2.61261 3.06103  0.00
72 H 1.41651 2.49114 2.46866  0.00
73 C -0.71578 -1.92033 4.53090  0.00
74 P -1.13724 -0.22609 4.18021  0.00
75 C -0.08927 0.77438 5.21714  0.00
76 C -2.80615 0.01626 4.74897  0.00
77 O -0.99320 0.09158 2.71991  0.01
78 H -0.83246 -2.14686 5.59207  0.00
79 H 0.32092 -2.10226 4.23977  0.00
80 H -1.36788 -2.57392 3.94858  0.00
81 H -0.29188 0.59120 6.27383  0.00
82 H -0.26977 1.82737 4.99242  0.00
83 H 0.95696 0.54680 5.00520  0.00
84 H -2.90583 -0.23105 5.80709  0.00
85 H -3.47276 -0.61699 4.16100  0.00
86 H -3.09102 1.05821 4.59636  0.00

Cartesian forces (eV/Å) of the 6 atoms listed first:
0.1 -0.5 1.5
0.0 0.0 0.0
0.0 0.2 -0.2
0.2 -0.3 0.3
-0.7 0.1 -0.2
0.1 -0.1 0.1